The following is a quantum chemistry calculation of C47H56N6O4P2SiTl as an isolated structure in a non-equilibrium geometry, from the Open Molecules 2025 dataset.

Element x y z (Å)
Tl1 1.11379 0.62722 1.12743
C1 -4.41123 0.44969 0.06785
P1 -3.55632 -1.14487 0.00179
C2 -3.95976 -1.68030 -1.68104
N1 -5.13102 -1.24950 -2.10194
C3 -5.38162 -1.58376 -3.43025
C4 -6.58833 -1.09844 -4.00417
C5 -6.95875 -1.52862 -5.25792
C6 -6.08580 -2.32485 -6.06572
C7 -4.89131 -2.77010 -5.51536
C8 -4.46049 -2.38752 -4.21251
N2 -3.17064 -2.59434 -3.75474
C9 -3.00179 -2.40956 -2.44225
P2 -1.30114 -2.63279 -1.79867
C10 -0.31695 -1.35412 -2.61017
C11 -0.63126 -4.22025 -2.57243
C12 0.63546 -4.63487 -1.84369
C13 -1.73597 -5.26902 -2.30475
C14 -0.41957 -4.06315 -4.07882
C15 -4.51215 -2.16780 1.32094
C16 -3.78695 -3.48448 1.58163
C17 -5.97003 -2.18136 0.93362
C18 -4.26874 -1.37378 2.64939
H1 -5.11007 0.60207 -0.68491
H2 -3.62752 1.26503 0.04086
H3 -4.93909 0.53236 1.02753
H4 -7.17713 -0.46308 -3.38847
H5 -7.96018 -1.32593 -5.61295
H6 -6.38568 -2.65520 -7.04053
H7 -4.19160 -3.33711 -6.13209
H8 -0.59712 -1.31951 -3.70582
H9 0.73427 -1.63297 -2.46996
H10 -0.37655 -0.34675 -2.18544
H11 0.52997 -4.57246 -0.72701
H12 1.53962 -3.95682 -2.06609
H13 0.95148 -5.65082 -2.07031
H14 -2.09924 -5.39538 -1.25035
H15 -1.31687 -6.25621 -2.53196
H16 -2.61932 -5.09323 -2.93072
H17 0.46862 -3.43438 -4.31532
H18 -1.31312 -3.59447 -4.55920
H19 -0.33036 -5.07288 -4.39104
H20 -3.92419 -4.17075 0.75075
H21 -4.19050 -3.91408 2.52780
H22 -2.67413 -3.29759 1.74635
H23 -6.20712 -2.44133 -0.09673
H24 -6.40326 -1.19763 1.08774
H25 -6.56652 -2.78872 1.62144
H26 -3.15545 -1.12439 2.73835
H27 -4.57555 -2.08155 3.46895
H28 -4.85753 -0.41260 2.64499
C19 -1.98921 4.23340 0.04323
C20 -0.98449 4.51506 1.08131
C21 -1.04337 5.73002 1.83006
C22 -0.14099 5.82715 2.89160
C23 0.83370 4.83079 3.12570
C24 0.84800 3.64308 2.26201
N3 -0.09504 3.52356 1.30560
N4 1.66731 2.64901 2.49879
Si1 3.01274 2.62864 3.57205
C25 4.02931 1.07014 3.09142
C26 2.40175 2.52158 5.29478
C27 4.21703 4.02197 3.16411
H29 -2.25545 5.18267 -0.41492
H30 -2.89833 3.83196 0.53471
H31 -1.63767 3.60673 -0.79489
H32 -1.88006 6.41862 1.52439
H33 -0.15292 6.67523 3.61732
H34 1.47567 4.93767 4.04564
H35 3.50755 0.08941 3.33558
H36 5.03376 1.03459 3.53875
H37 4.20783 1.04966 2.02810
H38 3.09257 2.04028 5.93397
H39 1.44940 1.91085 5.32168
H40 2.07884 3.49665 5.70455
H41 4.98766 4.02879 3.97386
H42 3.72475 4.97147 3.21018
H43 4.74740 3.83844 2.23207
O1 -0.23676 -5.03766 4.52316
C28 0.43427 -4.37228 5.43205
O2 0.75901 -4.86301 6.49352
C29 0.88490 -2.95291 5.20008
C30 1.48274 -2.15158 6.16171
N5 1.62559 -0.89473 5.55778
N6 1.11285 -0.87272 4.32090
C31 0.59261 -2.07455 4.05135
C32 0.08351 -2.37863 2.68779
O3 -0.51290 -3.51563 2.51031
O4 0.28169 -1.58813 1.72372
H44 -0.46117 -4.47221 3.59113
H45 1.78359 -2.37315 7.21799
H46 1.96256 -0.03928 5.97402
C33 1.78801 0.53745 -0.92812
C34 2.64070 1.28502 -1.45812
C35 3.66378 1.99201 -2.06679
C36 4.61817 1.36292 -2.93436
C37 5.42752 2.19478 -3.79584
C38 6.35745 1.64139 -4.65575
C39 6.58092 0.30014 -4.63735
C40 5.77524 -0.56054 -3.88678
C41 4.86822 -0.00740 -2.99543
C42 3.91619 3.34894 -1.47345
C43 2.85874 4.02822 -0.90793
C44 3.02133 5.20873 -0.16782
C45 4.35976 5.63042 0.09972
C46 5.42508 5.02316 -0.56373
C47 5.22824 3.95213 -1.43039
H47 5.22799 3.27886 -3.82663
H48 6.73004 2.19850 -5.49515
H49 7.40918 -0.12036 -5.23549
H50 5.83497 -1.66307 -3.97889
H51 4.31600 -0.71270 -2.36829
H52 1.87045 3.60813 -0.93733
H53 2.14409 5.64903 0.31566
H54 4.61845 6.43653 0.78905
H55 6.38698 5.43738 -0.47305
H56 6.06695 3.44235 -1.88891

Calculated values
E_HOMO in eV: -3.849
Net charge: -1
Strongest force on any atom in eV/A: 3.1
Energy in eV: -97924.893
Gap between HOMO and LUMO in Ha: 0.153
E_LUMO in eV: 0.32